ORCA calculation (ωB97M-V/def2-TZVPD) on an isolated molecule of C4H7ClO6S at a distorted geometry.

Element x y z (Å)
O (-1.31, 3.23, -1.77)
O (2.88, -2.12, 0.94)
O (-2.41, 2.94, 0.05)
H (-1.53, -1.22, -0.48)
H (0.15, 0.22, -1.55)
C (-0.82, -0.65, 0.14)
S (1.95, -0.88, 0.50)
O (2.37, -0.50, -0.80)
H (-1.37, -0.40, 1.03)
H (0.14, -2.00, 1.49)
H (0.39, -2.51, -0.16)
C (0.33, -1.63, 0.48)
C (-0.43, 0.57, -0.70)
C (-1.76, 2.46, -1.05)
H (0.14, 1.32, -0.15)
O (-1.65, 1.13, -1.28)
H (3.78, -1.88, 0.66)
O (2.06, 0.13, 1.48)
Cl (-2.92, 1.77, 1.16)

Properties
2S+1 = 1
E = -39901.483 eV
Gap between HOMO and LUMO = 10.499 eV
SMILES string = O=C(OCl)OCCCS(=O)(=O)O
LUMO level = -0.5 eV

ORCA calculation (ωB97M-V/def2-TZVPD) on a 2-piece molecular cluster, C6H10F5O4 overall at a distorted geometry.

Element x y z (Å)
C (3.07, -1.46, 0.35)
F (-1.35, -2.46, 0.53)
H (1.50, 2.67, 0.45)
O (3.18, -0.06, 0.17)
F (-2.09, 0.22, -0.62)
H (3.05, 1.46, 1.63)
H (1.47, 1.41, -0.88)
C (2.36, 0.69, 1.11)
H (2.41, -1.64, -1.51)
F (-2.41, -0.87, 1.78)
O (3.44, -2.06, 1.38)
F (0.01, -0.70, -0.96)
C (1.30, 1.55, 0.25)
C (-0.24, 1.27, 0.61)
H (-4.95, 0.68, -2.33)
O (-4.25, 0.13, -2.74)
C (-1.18, -1.20, 1.14)
O (2.53, -2.23, -0.73)
F (-0.21, -1.31, 2.16)
H (1.90, 0.06, 1.95)
H (-0.48, 1.39, 1.73)
H (-3.83, 0.59, -3.50)
C (-0.82, -0.10, 0.02)
H (-3.58, -0.16, -2.08)
H (-0.84, 2.11, 0.09)

Properties
2S+1 = 1
E = -28151.749 eV
Total charge = +1
Gap between HOMO and LUMO = 7.831 eV
LUMO level = -5.2 eV

ORCA calculation (ωB97M-V/def2-TZVPD) on an isolated molecule of C5H8O2.

Element x y z (Å)
C (-0.61, -0.98, 0.46)
H (-2.57, -0.04, 1.10)
H (-1.02, -1.99, 0.48)
C (1.57, -0.34, -0.11)
H (0.83, 1.54, 0.50)
O (-0.21, 0.88, -1.19)
H (2.56, -0.26, 0.34)
C (1.00, 1.02, -0.46)
H (1.65, 1.66, -1.06)
H (-1.81, -0.39, -1.33)
H (1.63, -0.98, -1.01)
C (-1.09, -0.03, -0.60)
H (-1.07, 0.99, 1.36)
O (0.73, -0.94, 0.87)
C (-1.53, 0.16, 0.83)

Properties
2S+1 = 1
E = -9407.660 eV
Relative energy (zero: lowest compared OMol25 entry of this formula, charge and spin) = 2.172 eV
Gap between HOMO and LUMO = 10.201 eV
SMILES string = C1CO[C@@H]2C[C@@H]2O1
LUMO level = 1.1 eV

ORCA calculation (ωB97M-V/def2-TZVPD) on C21H17MoN9O2 as an isolated structure at a distorted geometry.

Element x y z (Å)
N (-2.51, -0.73, 0.66)
C (2.40, -1.66, 0.98)
H (4.54, 1.82, -3.75)
N (2.26, 1.08, -3.53)
C (1.15, 0.80, -2.86)
Mo (0.28, 0.33, 0.25)
C (1.43, -3.88, -0.26)
C (0.86, -5.01, -0.95)
H (2.76, -0.75, 1.44)
C (0.81, -2.65, -0.40)
O (-1.01, -0.44, -1.01)
C (-1.23, 1.00, 4.84)
H (4.85, 2.05, -2.08)
H (3.95, -2.90, 1.76)
N (1.29, -1.56, 0.22)
H (-0.76, 1.90, 6.72)
N (2.67, 1.09, -1.36)
H (-4.72, -1.68, -0.14)
H (-2.64, -0.29, 2.97)
C (-1.69, 0.09, 2.61)
N (1.37, 0.82, -1.54)
C (-4.44, -1.76, -1.17)
H (-5.65, -2.71, -4.18)
H (-0.08, -2.52, -1.00)
C (-4.95, -2.33, -3.45)
C (2.56, -3.99, 0.52)
N (0.41, -5.90, -1.52)
H (-3.38, -2.03, -4.89)
C (0.34, 1.42, 3.08)
C (0.71, 2.35, 5.22)
H (-1.78, -1.18, -3.22)
N (4.45, 1.46, -2.80)
H (-6.32, -2.54, -1.81)
C (-5.33, -2.24, -2.12)
H (2.02, 2.66, 3.53)
H (1.31, 2.96, 5.89)
H (-2.15, 0.54, 5.19)
C (1.12, 2.20, 3.90)
N (3.13, 1.24, -2.55)
C (-0.84, 0.82, 3.51)
C (-3.67, -1.95, -3.85)
C (3.06, -2.86, 1.15)
O (0.71, 1.23, 1.77)
C (-3.16, -1.37, -1.57)
C (-0.46, 1.76, 5.69)
N (-1.45, -0.11, 1.35)
C (-2.78, -1.47, -2.91)
C (-2.22, -0.85, -0.58)
H (0.19, 0.61, -3.32)
H (3.05, -4.95, 0.64)

Properties
2S+1 = 3
E = -41397.852 eV
Relative energy (zero: lowest compared OMol25 entry of this formula, charge and spin) = 0.144 eV
Total charge = +2
Gap between HOMO and LUMO (spin up / spin down) = 6.414 / 6.012 eV
LUMO level (spin up / spin down) = -7.6 / -8.0 eV

ORCA calculation (ωB97M-V/def2-TZVPD) on a 2-piece molecular cluster, CH2ClI3Si overall at a distorted geometry.

Element x y z (Å)
C (2.77, 0.25, -0.20)
H (3.17, -0.44, 0.50)
I (-3.93, -1.32, -1.29)
H (3.24, 0.95, -0.81)
I (-2.13, -1.11, 2.45)
I (-2.29, 2.19, 0.12)
Si (-2.12, -0.31, 0.03)
Cl (1.29, -0.19, -0.80)

Properties
2S+1 = 3
E = -45771.264 eV
Relative energy (zero: lowest compared OMol25 entry of this formula, charge and spin) = 0.033 eV
Gap between HOMO and LUMO (spin up / spin down) = 7.861 / 7.095 eV
LUMO level (spin up / spin down) = -0.4 / -2.5 eV

ORCA calculation (ωB97M-V/def2-TZVPD) on C23H15Cl2NO4Ti as an isolated structure.

Element x y z (Å)
O (-1.96, 3.30, 0.89)
C (0.53, -2.35, -1.70)
O (1.67, -0.48, -0.83)
C (-2.89, 2.13, 3.68)
H (-4.58, 2.56, 4.92)
C (0.01, 2.42, 2.97)
H (2.28, 4.90, 2.59)
N (-0.57, -1.83, -1.05)
C (-4.04, 1.79, 4.37)
C (0.75, 3.42, 2.35)
H (2.71, 4.33, 4.96)
C (0.46, -3.54, -2.44)
C (-1.87, -3.65, -1.85)
O (-1.19, 1.50, -0.23)
C (-1.72, -2.46, -1.13)
H (-0.89, -5.11, -3.06)
H (-2.16, -0.92, 2.38)
H (3.70, -3.60, -3.46)
C (2.80, -3.26, -2.97)
H (0.56, 3.70, 1.32)
C (1.96, 3.79, 4.40)
H (-2.56, -2.01, -0.62)
C (1.72, 4.11, 3.07)
C (-2.68, -0.15, 2.94)
C (1.22, 2.79, 5.02)
H (-2.84, -4.14, -1.88)
C (1.65, -3.98, -3.08)
C (-1.43, 2.24, 0.87)
C (-4.51, 0.49, 4.36)
Cl (1.63, -5.43, -4.01)
H (-0.34, 1.34, 4.80)
H (0.05, -0.13, 2.55)
C (1.72, -1.61, -1.57)
C (-0.79, -4.19, -2.50)
C (-2.20, 1.15, 2.97)
Ti (-0.01, 0.04, -0.24)
H (-5.41, 0.23, 4.91)
C (-0.97, 1.57, 2.19)
C (-3.83, -0.49, 3.65)
C (0.25, 2.10, 4.30)
O (-0.22, 0.34, 1.76)
H (-2.53, 3.15, 3.68)
H (1.40, 2.54, 6.05)
H (-4.19, -1.51, 3.64)
Cl (4.30, -1.19, -2.10)
C (2.84, -2.07, -2.21)

Properties
2S+1 = 2
E = -81931.878 eV
Total charge = +1
Gap between HOMO and LUMO (spin up / spin down) = 7.660 / 7.605 eV
LUMO level (spin up / spin down) = -4.1 / -4.2 eV

ORCA calculation (ωB97M-V/def2-TZVPD) on C27H23N4O2PPdS as an isolated structure at a distorted geometry.

Element x y z (Å)
C (4.48, 0.12, -0.80)
N (1.27, -1.56, -1.80)
C (0.58, -1.98, -2.85)
N (3.37, -0.92, 1.49)
H (-4.40, -3.40, 0.41)
H (-1.05, 4.37, 3.04)
C (0.40, 2.86, -2.21)
C (-0.92, 3.29, 3.07)
C (1.09, -1.94, -4.14)
C (3.09, -0.98, -3.24)
C (-0.78, 1.19, 1.94)
C (0.28, 2.08, -1.07)
C (2.92, -1.40, 2.62)
C (2.37, -1.45, -4.33)
N (2.71, -1.10, 0.37)
C (-0.71, 1.09, -1.01)
C (-1.65, -2.74, 0.47)
O (-1.10, -3.02, -0.61)
C (-0.42, 2.62, -3.30)
H (-0.49, 0.77, 5.29)
Pd (0.56, -1.90, 0.43)
H (0.93, 2.24, -0.22)
H (1.13, 3.65, -2.23)
C (-5.22, -1.43, 0.63)
C (-4.95, -0.07, 0.76)
C (-2.61, -0.51, 0.54)
S (1.47, -2.39, 2.73)
H (-0.76, 3.23, 5.20)
C (-0.76, 2.65, 4.29)
C (-4.19, -2.35, 0.48)
H (-0.42, -2.37, -2.66)
C (-0.62, 0.54, 3.17)
O (-1.14, -2.94, 1.59)
H (-3.43, 1.45, 0.82)
C (-0.61, 1.27, 4.34)
H (3.31, -1.60, 4.61)
H (4.65, 0.61, 0.15)
H (4.48, -0.69, 3.71)
C (2.50, -1.05, -1.97)
H (-0.32, 3.23, -4.19)
P (-0.88, 0.11, 0.49)
H (-2.24, 0.03, -2.09)
H (4.09, -0.61, -3.35)
H (-1.07, 3.07, 0.94)
H (-6.24, -1.78, 0.67)
C (-0.93, 2.57, 1.89)
C (-1.35, 1.59, -3.27)
C (-1.50, 0.82, -2.13)
H (4.46, 0.86, -1.60)
H (-0.52, -0.54, 3.19)
H (0.51, -2.31, -4.96)
C (-2.89, -1.88, 0.46)
N (3.59, -1.17, 3.74)
H (-5.76, 0.63, 0.91)
C (-3.65, 0.40, 0.72)
H (5.32, -0.55, -0.98)
H (-1.97, 1.39, -4.13)
C (3.22, -0.66, -0.76)
H (2.82, -1.44, -5.31)

Properties
2S+1 = 1
E = -62013.959 eV
Relative energy (zero: lowest compared OMol25 entry of this formula, charge and spin) = 2.631 eV
Total charge = +2
Gap between HOMO and LUMO (spin up / spin down) = 5.026 / 4.994 eV
LUMO level (spin up / spin down) = -9.4 / -9.4 eV

ORCA calculation (ωB97M-V/def2-TZVPD) on an isolated molecule of CHNO at a distorted geometry.

Element x y z (Å)
C (-0.05, 0.22, 0.44)
N (-0.49, 1.07, 1.11)
O (0.47, -0.70, -0.34)
H (0.07, -0.59, -1.21)

Properties
2S+1 = 1
E = -4589.585 eV
Relative energy (zero: lowest compared OMol25 entry of this formula, charge and spin) = 1.142 eV
Gap between HOMO and LUMO = 11.537 eV
SMILES string = N#CO
LUMO level = 0.1 eV